A molecular structure, C6H12O in a non-equilibrium geometry, computed with ωB97M-V/def2-TZVPD.

Last column: Mulliken charge in e.
Cartesian coordinates (Å):
C 2.2047 -0.2619 -0.3040  -1.47
C 0.9992 -0.0687 0.5370  1.04
O 1.4540 -0.1394 1.8654  -0.59
C 0.1565 1.0880 0.2154  -0.90
C -0.7523 1.0872 -0.9495  -0.40
C -1.6632 0.2487 -0.1239  -0.15
C -1.5809 -1.1929 -0.1085  -1.05
H 1.9160 -0.2424 -1.3489  0.32
H 2.7083 -1.1961 -0.0569  0.37
H 2.8952 0.5484 -0.1309  0.37
H 0.3636 -0.9818 0.3233  -0.19
H 0.6706 0.0488 2.4000  0.34
H 0.0505 1.8708 0.9495  0.35
H -0.4108 0.5664 -1.8455  0.24
H -1.1554 2.0608 -1.2222  0.30
H -2.2421 0.7238 0.6527  0.40
H -1.1138 -1.7174 -0.9269  0.43
H -2.6281 -0.6722 -0.6825  0.29
H -1.8720 -1.7702 0.7565  0.31

Output
Energy relative to the best compared isomer or geometry (same formula, charge and spin) (eV): 4.7229
2S+1: 1
HOMO-LUMO gap (eV): 7.9

A single C6H12O molecule in a non-equilibrium geometry, computed with ωB97M-V/def2-TZVPD.

Last column: Mulliken charge in e.
Cartesian coordinates (Å):
C -0.3341 -0.5533 -2.1010  -1.26
C -0.4526 0.4947 -0.9923  -0.64
C 0.2766 0.2972 0.3804  1.05
C 1.5971 -0.3835 0.2564  -1.54
C -0.2137 1.3161 1.3234  -0.77
C -0.5822 -0.0679 1.7462  -0.36
O -1.5654 -0.9151 1.1976  -0.55
H -0.8038 -1.4958 -1.8086  0.30
H 0.7063 -0.7498 -2.3842  0.30
H -0.8400 -0.2030 -3.0115  0.37
H -1.5086 0.7460 -0.8481  0.33
H 0.0121 1.4273 -1.3687  0.34
H 1.4019 -1.4254 -0.0484  0.32
H 2.2448 0.0461 -0.5111  0.35
H 2.0895 -0.4126 1.2268  0.42
H -0.9471 2.0395 0.9989  0.28
H 0.5661 1.7136 1.9712  0.28
H -0.6254 -0.1576 2.8554  0.40
H -1.0215 -1.7166 1.1176  0.37

Output
Energy relative to the best compared isomer or geometry (same formula, charge and spin) (eV): 3.4192
2S+1: 1
HOMO-LUMO gap (eV): 9.1
SMILES: CC[C@@]1(C)C[C@H]1O

A single C6H12O molecule, computed with ωB97M-V/def2-TZVPD.

Last column: Mulliken charge in e.
Cartesian coordinates (Å):
C 1.8448 -0.4980 0.0974  -1.42
C 0.8053 0.3717 -0.6055  0.32
O 0.7815 1.6623 0.0041  -0.45
C -0.3952 1.8316 0.7865  -0.44
C -1.1279 0.4848 0.7602  -0.81
C -0.6514 -0.1291 -0.5476  0.44
C -0.8374 -1.6294 -0.7282  -1.62
H 1.5754 -0.6805 1.1446  0.28
H 1.9734 -1.4642 -0.4030  0.36
H 2.8097 0.0195 0.0902  0.37
H 1.1087 0.5036 -1.6533  0.31
H -0.1692 1.9815 1.8382  0.25
H -0.8887 2.7580 0.4582  0.29
H -0.7342 -0.0930 1.6078  0.27
H -2.2139 0.5392 0.8849  0.42
H -1.2024 0.3858 -1.3436  0.30
H -1.8998 -1.8924 -0.6965  0.42
H -0.4481 -1.9347 -1.7067  0.38
H -0.3215 -2.2206 0.0378  0.34

Output
Energy relative to the best compared isomer or geometry (same formula, charge and spin) (eV): 0.5144
2S+1: 1
HOMO-LUMO gap (eV): 10.6
SMILES: C[C@@H]1OCC[C@@H]1C